The following is a DFT calculation (ωB97M-V with the def2-TZVPD basis set) of 13 unconnected molecules or ions with the total composition C10H40F6N17O16S2.

Its spin multiplicity is 1. The HOMO-LUMO gap comes out at 8.7782 eV. As for the net charge: -1. The value obtained for the highest occupied orbital energy is -7.3 eV.

Last column: Mulliken charge in e.
Cartesian coordinates (Å):
C 0.270 -2.372 -1.816  0.23
F 0.264 -1.452 -2.790  -0.12
F -0.946 -2.970 -1.776  -0.12
F 1.155 -3.385 -1.961  -0.06
S 0.507 -1.444 -0.073  0.53
O 0.412 -2.438 1.005  -0.27
O 1.771 -0.759 -0.153  -0.53
N -0.898 -0.436 0.034  0.04
S -0.355 0.960 0.158  -0.02
O 0.331 1.212 1.395  -0.53
O 0.387 1.550 -0.991  0.06
C -2.053 1.936 0.426  0.38
F -1.828 2.907 1.346  -0.21
F -2.396 2.486 -0.808  -0.12
F -2.987 1.136 1.032  -0.19
O -2.769 -1.713 1.636  -0.72
H -2.097 -1.448 1.009  0.09
H -2.308 -1.771 2.473  0.31
O 0.605 -3.619 3.443  -0.60
H 0.057 -3.079 4.012  0.27
H 0.155 -3.612 2.599  0.30
O -5.936 2.178 0.232  -0.64
H -6.544 1.705 0.801  0.29
H -5.090 1.755 0.380  0.31
O -2.500 -4.417 -0.112  -0.65
H -2.572 -3.474 0.035  0.35
H -2.735 -4.534 -1.033  0.30
C -0.932 1.734 -4.796  0.46
O -0.933 1.477 -5.974  -0.73
N -0.019 1.222 -3.935  0.00
N -1.846 2.496 -4.255  -0.14
H -0.047 1.467 -2.956  -0.05
H 0.763 0.718 -4.329  0.15
H -1.665 2.970 -3.382  0.08
H -2.703 2.686 -4.755  0.22
C 3.650 -0.443 3.233  0.79
O 4.488 -1.318 3.148  -0.79
N 3.035 -0.108 4.322  -0.31
N 3.484 0.421 2.279  -0.22
H 3.356 -0.375 5.241  0.22
H 2.280 0.525 4.097  0.09
H 4.155 0.456 1.525  0.14
H 2.619 0.942 2.241  0.05
C 3.192 3.883 -2.191  0.48
O 4.193 4.457 -2.600  -0.78
N 3.058 2.925 -1.314  -0.16
N 2.104 4.214 -2.767  -0.33
H 3.866 2.671 -0.764  0.15
H 2.185 2.471 -1.088  0.23
H 1.217 3.762 -2.594  0.15
H 2.228 5.052 -3.317  0.24
C -4.323 -0.844 -1.775  0.55
O -5.054 -0.622 -2.660  -0.70
N -3.037 -0.631 -1.894  0.24
N -4.655 -1.346 -0.599  -0.18
H -2.832 -0.182 -2.776  0.07
H -2.309 -0.633 -1.194  -0.11
H -5.642 -1.364 -0.385  0.22
H -3.993 -1.381 0.163  0.23
C -1.087 2.924 5.447  0.62
O -1.401 3.397 6.531  -0.70
N -1.195 1.669 5.122  -0.31
N -0.729 3.647 4.446  -0.32
H -1.066 1.256 4.209  0.16
H -1.422 1.043 5.880  0.17
H -0.809 3.108 3.595  0.17
H -0.123 4.444 4.580  0.21
C -0.946 5.206 -1.737  0.64
O -0.742 4.463 -2.681  -0.74
N -0.018 5.766 -1.095  -0.32
N -2.124 5.435 -1.184  -0.40
H -0.225 6.572 -0.522  0.20
H 0.889 5.756 -1.539  0.23
H -2.910 5.026 -1.669  0.21
H -2.310 5.978 -0.353  0.16
C 1.013 -6.441 -0.449  0.60
O -0.076 -6.462 -0.999  -0.70
N 2.053 -7.178 -0.695  -0.40
N 1.310 -5.748 0.574  -0.22
H 2.925 -6.991 -0.222  0.22
H 1.837 -7.811 -1.452  0.24
H 2.268 -5.580 0.846  0.12
H 0.513 -5.176 0.817  0.12
C 4.099 -3.787 0.134  0.83
O 4.178 -4.763 0.799  -0.71
N 4.357 -2.547 0.477  -0.23
N 3.845 -3.776 -1.204  -0.37
H 4.054 -1.822 -0.159  -0.07
H 4.728 -2.174 1.339  0.22
H 3.407 -4.649 -1.459  0.23
H 3.921 -2.989 -1.833  0.19

Atomic forces in eV per Å
-1.5335 -0.7780 1.0084
0.6589 -1.1093 0.7519
1.0454 0.9510 -0.1221
-0.5368 2.0159 -0.1084
0.1100 -2.6186 1.1232
-0.5562 1.4779 -2.2684
-0.7813 0.0583 -0.5405
1.8867 -3.9112 -1.2629
1.1611 5.7426 -0.4120
0.0467 0.1540 1.0257
-2.0683 -0.8897 1.3245
1.0551 -0.1087 -0.3467
-0.1340 -0.3229 -1.3601
-0.2414 -1.1361 2.7771
0.6735 0.9804 -1.7814
-0.6336 -0.3484 0.2823
0.5538 0.3470 -0.0781
0.0580 -0.1363 0.1645
0.1202 -0.2705 0.4570
-0.0732 0.0790 0.1600
-0.0062 0.0981 -0.2936
-0.0687 0.3202 -0.0742
-0.1600 -0.1167 0.1036
0.2242 -0.2135 -0.0365
-0.0798 -0.2047 0.3790
-0.1895 0.1984 0.1859
0.0644 -0.1559 -0.2326
1.0902 -1.0589 -0.6897
0.2117 -0.7496 -1.8745
0.6600 -0.1345 0.5131
-2.4863 1.5754 1.7868
0.2683 -0.2393 -0.1352
-0.2259 0.2699 0.1940
-0.1784 0.0866 -0.1828
0.5159 0.0336 -0.0485
3.5083 -1.7664 -0.1264
1.0827 -1.3008 0.1842
-2.7755 0.6191 2.8998
-0.9860 2.6014 -3.5780
-0.5616 -0.1413 -0.4089
0.0428 0.1294 1.5034
-0.6521 -0.2886 0.0087
0.3311 0.2211 -0.5855
2.5755 0.5707 -1.0549
2.1467 0.0364 1.1554
1.2931 -2.4726 2.9278
-4.7698 1.6670 -2.0077
-0.1866 -0.0233 -0.2764
-0.0236 0.1670 -0.0975
-0.1585 0.4597 -0.3776
-0.6545 -0.4755 -0.3900
1.3038 -0.4701 1.9981
-3.8253 0.8284 -3.6809
3.7017 1.1413 -1.4533
-1.5727 -1.0268 2.6117
0.4123 -0.0629 0.0983
-0.5433 -0.1615 -0.1260
0.2990 -0.1422 0.0374
-0.4314 -0.0480 0.0268
-1.5151 1.4535 3.3806
0.5425 -0.4006 0.9070
-0.7421 -4.8689 0.5035
1.3245 2.4769 -3.9601
0.2223 0.3102 0.2285
-0.2318 0.0441 -0.3184
0.9335 1.0746 -0.5508
-0.4593 -0.1296 -0.3520
-2.2859 -2.0554 -1.3133
-0.4034 -0.5851 -0.9569
5.6086 3.4954 2.7236
-3.6491 -0.1811 -0.2042
0.2151 -0.2337 -0.0381
0.1270 -0.0922 0.2639
-0.0265 0.1303 0.3459
0.2767 -0.2231 -0.3256
-1.7884 -0.6102 -0.8493
-0.4298 -0.3853 -0.8265
2.0322 -3.3925 -3.2713
-1.2653 4.3793 4.3078
-0.0270 -0.6650 -0.5502
1.2727 -0.2688 0.0424
-0.3054 0.4751 0.4331
0.6386 0.5983 0.6599
0.7647 2.6020 -2.3454
-0.2772 -3.1405 1.8732
0.7286 3.4393 1.2215
-0.8402 -2.2854 -1.0334
0.0270 -0.2064 0.2556
-0.2972 -0.6557 0.5807
0.0230 0.3600 -0.8867
-0.2003 -0.4067 0.3778